No. 1
ORCA calculation (wB97M-V/def2-TZVPD) on a 2-piece molecular cluster, C6H10F3NO overall at a distorted geometry.

Last column: natural (NBO) charge in e.
Atoms and positions in Å:
C1 1.61401 -1.38359 -0.00873  -0.0421
C2 1.45940 -0.03383 -0.04779  -0.3383
C3 2.37752 -2.24196 -1.06477  -0.6581
C4 0.86593 0.62847 1.06835  0.3932
C5 -1.73179 0.98944 -0.58456  -0.5876
C6 -2.38180 -0.09016 0.18220  0.9402
N1 -1.42681 2.18328 0.16474  -0.6924
O1 0.88636 1.87119 1.14493  -0.6238
F1 -2.29353 0.47815 1.51121  -0.4239
F2 -1.83158 -1.28500 0.30874  -0.3282
F3 -3.70415 -0.29944 -0.08360  -0.3418
H1 1.07034 -1.95776 0.65001  0.1904
H2 1.94419 0.51571 -0.79004  0.2129
H3 1.77660 -3.14638 -1.39861  0.2316
H4 3.21771 -2.78897 -0.54132  0.2317
H5 2.67120 -1.60210 -1.86268  0.2185
H6 0.32104 -0.04267 1.75915  0.1576
H7 -1.04871 0.64229 -1.36790  0.2029
H8 -2.02851 2.50841 0.89649  0.4285
H9 -1.35505 2.93703 -0.55400  0.4081
H10 -0.40235 2.11792 0.61818  0.4206

For the HOMO energy (spin up / spin down), the calculation gives -6.8076 / -6.8094 eV. Its HOMO-LUMO gap (spin up / spin down) is 6.585 / 6.588 eV.

=====

No. 2
ORCA calculation (wB97M-V/def2-TZVPD) on a 9-piece molecular cluster, H18O9 overall at a distorted geometry.

Last column: natural (NBO) charge in e.
Atoms and positions in Å:
O1 -2.57126 -1.05456 -0.27744  -0.9869
H1 -2.52026 -0.27856 0.32656  0.4893
H2 -2.73126 -1.74156 0.34656  0.4663
O2 -0.55726 -1.00556 3.26056  -0.9425
H3 -0.94226 -0.33956 3.83556  0.4615
H4 -0.26126 -0.47456 2.54056  0.4718
O3 -2.34526 1.14844 1.39756  -0.9520
H5 -2.37926 1.87344 0.77456  0.4904
H6 -1.43726 0.94944 1.45256  0.4709
O4 0.40874 -2.73656 0.05356  -0.9617
H7 0.50274 -1.85056 0.41356  0.4731
H8 -0.24726 -2.57356 -0.63244  0.4748
O5 -0.07326 0.87444 -1.99644  -0.9927
H9 0.60974 1.33244 -2.51244  0.5072
H10 -0.75126 0.44344 -2.53344  0.5094
O6 3.68874 0.52744 -2.11844  -0.9580
H11 4.54474 0.23744 -2.00444  0.4584
H12 3.25474 0.17444 -1.33744  0.4832
O7 2.90074 -0.79256 0.14456  -0.9537
H13 3.10574 -0.47656 0.97756  0.4774
H14 3.02974 -1.73956 0.21356  0.5085
O8 0.17374 0.00244 0.78456  -0.9973
H15 1.13974 -0.08356 0.65956  0.4918
H16 -0.04226 0.45944 -0.02044  0.5093
O9 -2.44926 2.08744 -1.11344  -0.9467
H17 -1.56626 1.96844 -1.44444  0.4810
H18 -2.48426 3.06844 -1.19044  0.4671

For the HOMO energy, the calculation gives -10.5656 eV. Its HOMO-LUMO gap is 10.552 eV. Its structure (SMILES) is O.O.O.O.O.O.O.O.O.

=====

No. 3
ORCA calculation (wB97M-V/def2-TZVPD) on a 11-piece molecular cluster, C22H66O22 overall at a distorted geometry.

Last column: Mulliken charge in e.
Atoms and positions in Å:
O1 2.07658 -4.42855 3.46217  -0.5524
C1 2.12183 -4.90785 2.11157  -0.5329
C2 1.73771 -3.80471 1.17781  -0.1107
O2 0.36857 -3.49246 1.20071  -0.2534
H1 2.96222 -4.44467 3.83228  0.2414
H2 3.13824 -5.21882 1.87009  0.4794
H3 1.50371 -5.80057 2.01636  0.3718
H4 1.89722 -4.12420 0.14796  0.3691
H5 2.29948 -2.95118 1.55728  -0.0682
H6 -0.20540 -4.25423 1.09180  0.1090
O3 2.49515 1.04933 -5.71012  -0.5272
C3 2.45361 2.42276 -5.81084  -0.5438
C4 1.28850 3.01635 -4.94468  -0.5210
O4 1.35367 2.60890 -3.56366  -0.0697
H7 1.60205 0.71592 -5.82333  0.3121
H8 3.41387 2.81095 -5.47128  0.3200
H9 2.28648 2.79289 -6.82236  0.3611
H10 0.30791 2.79670 -5.36693  0.3160
H11 1.40760 4.09132 -5.08016  0.3207
H12 1.29551 1.65132 -3.52815  0.1269
O5 -0.63240 -1.16706 -0.09589  0.1277
C5 0.54418 -0.38509 0.02107  -0.5172
C6 0.54885 0.68802 -1.06838  0.3768
O6 0.60211 0.03225 -2.31810  -0.6715
H13 -0.50673 -1.91663 0.49058  0.0203
H14 0.69082 0.02904 1.01861  0.0174
H15 1.36427 -1.09052 -0.11276  0.2132
H16 1.41492 1.34877 -1.03051  -0.0608
H17 -0.27749 1.39419 -0.98718  0.1184
H18 -0.00940 -0.70692 -2.35389  0.2945
O7 4.31301 -2.49234 3.45781  -0.5348
C7 5.02064 -1.89318 2.40002  -0.6948
C8 4.91190 -0.38667 2.27074  -0.4793
O8 3.56740 -0.12387 1.85372  -0.4175
H19 4.78499 -3.31157 3.62426  0.3409
H20 6.08412 -2.08480 2.54285  0.5308
H21 4.78813 -2.39568 1.46112  0.2848
H22 5.58838 0.08310 1.55674  0.4687
H23 5.05014 0.02919 3.26877  0.2778
H24 2.97150 -0.49564 2.50816  0.1295
O9 -0.88939 3.98938 1.54397  -0.5043
C9 -1.09123 2.75603 2.18876  0.2060
C10 -2.60457 2.59079 2.43872  -0.3374
O10 -3.15108 3.60526 3.24882  -0.5916
H25 -0.76834 4.68718 2.19206  0.2757
H26 -0.78294 1.88816 1.60578  -0.3067
H27 -0.46946 2.76427 3.08399  0.3783
H28 -2.83729 1.65933 2.95478  0.2084
H29 -3.09882 2.62589 1.46786  0.2848
H30 -2.94418 4.41331 2.77358  0.3315
O11 4.77067 2.39644 1.18058  -0.6284
C11 3.71344 3.12190 0.55117  -0.2508
C12 2.54419 3.07528 1.56425  0.4866
O12 2.90198 3.50216 2.83267  -0.6434
H31 4.38940 1.53288 1.35522  0.4022
H32 4.09902 4.11018 0.30071  0.3074
H33 3.37995 2.66399 -0.38006  0.2446
H34 2.13818 2.07454 1.71185  -0.2011
H35 1.69277 3.72479 1.36098  0.0536
H36 3.85592 3.43152 2.91390  0.3857
O13 -4.74035 -1.58405 -1.81882  -0.5096
C13 -3.97757 -1.87537 -0.67737  -0.1959
C14 -3.88479 -0.68557 0.28356  1.0015
O14 -5.11684 -0.18584 0.76472  -0.6156
H37 -5.56094 -2.08056 -1.77753  0.2780
H38 -4.55352 -2.54561 -0.03927  0.3420
H39 -3.04831 -2.33813 -1.00967  0.0442
H40 -3.48093 0.18006 -0.24151  -0.2182
H41 -3.19278 -0.90441 1.09678  -0.4658
H42 -5.37776 -0.73172 1.51007  0.3731
O15 -2.13775 3.05881 -3.36853  -0.6205
C15 -2.67087 1.73072 -3.11084  0.9905
C16 -3.17219 0.97912 -4.31631  -0.7426
O16 -2.30568 0.92613 -5.43676  -0.5533
H43 -1.70392 3.51105 -2.64129  0.3799
H44 -1.86448 1.15939 -2.65104  -0.6134
H45 -3.46958 1.82505 -2.37514  0.2696
H46 -4.08361 1.47323 -4.65285  0.3798
H47 -3.46049 -0.00767 -3.95406  0.2190
H48 -2.44667 1.77652 -5.85933  0.3501
O17 -2.92771 -7.15685 -1.48033  -0.5195
C17 -1.97773 -6.08959 -1.67209  -0.7940
C18 -1.77415 -5.05615 -0.49733  0.0484
O18 -1.40880 -5.51303 0.78190  -0.6221
H49 -3.27617 -7.30635 -2.36227  0.3422
H50 -0.98191 -6.47185 -1.89642  0.3134
H51 -2.17052 -5.68804 -2.66692  0.4268
H52 -2.77355 -4.68312 -0.27339  0.2146
H53 -1.30191 -4.12088 -0.79791  0.1639
H54 -1.99994 -6.25445 0.93173  0.3883
O19 -1.04745 -0.99133 3.05439  -0.1359
C19 -1.90596 -1.65537 3.90256  -0.4141
C20 -1.60189 -3.13103 4.10159  -0.3193
O20 -0.35124 -3.35318 4.71763  -0.5898
H55 -0.17780 -1.30930 3.30779  0.1365
H56 -1.80523 -1.02821 4.78835  0.4016
H57 -2.91793 -1.55712 3.50966  0.2977
H58 -1.65419 -3.70505 3.17645  -0.0672
H59 -2.33170 -3.56706 4.78375  0.4343
H60 0.13213 -3.71345 3.97053  0.2760
O21 -1.11151 4.75393 -1.21914  -0.6162
C21 -0.25630 5.82638 -0.85104  -0.5503
C22 1.14826 5.24545 -0.98778  0.5991
O22 1.39802 5.13254 -2.38972  -0.5596
H61 -1.18098 4.16509 -0.46413  0.3432
H62 -0.49754 6.72689 -1.41582  0.3815
H63 -0.50120 6.07109 0.18252  0.1386
H64 1.13352 4.25037 -0.54314  -0.5639
H65 1.90233 5.92052 -0.58311  0.4126
H66 0.99557 4.28142 -2.57743  0.2663

For the HOMO energy, the calculation gives -9.2782 eV. Its HOMO-LUMO gap is 9.230 eV. Its structure (SMILES) is OCCO.OCCO.OCCO.OCCO.OCCO.OCCO.OCCO.OCCO.OCCO.OCCO.OCCO.

=====

No. 4
ORCA calculation (wB97M-V/def2-TZVPD) on C52H48F4HfN3O3P2S2 as an isolated structure at a distorted geometry.

Last column: Mulliken charge in e.
Atoms and positions in Å:
Hf1 -0.07385 0.15349 -0.42364  -0.3621
C1 -1.47262 -3.06259 -1.86047  -1.1451
N1 -2.08380 -1.88856 -1.23857  1.2685
C2 -3.11946 -2.36170 -0.31529  -1.5409
C3 -2.76097 -1.06893 -2.25344  -1.2490
C4 -1.78988 -0.29719 -3.11522  -1.1528
N2 -1.14873 0.72599 -2.28877  0.1455
C5 -1.17807 2.00848 -2.75980  0.6771
C6 -1.10634 3.06251 -1.83811  0.0313
F1 -0.99675 2.70571 -0.53430  -0.1860
C7 -1.13617 4.39232 -2.16978  -0.0943
F2 -1.07246 5.30326 -1.18152  -0.3096
C8 -1.24117 4.79734 -3.48954  -0.7320
C9 -1.29123 3.78757 -4.42646  0.0815
F3 -1.34897 4.10196 -5.73785  -0.3369
C10 -1.25027 2.44407 -4.09644  0.1154
F4 -1.20157 1.56297 -5.12022  -0.3421
H1 -2.21990 -3.61051 -2.45660  0.4131
H2 -1.10169 -3.72153 -1.07945  0.1108
H3 -0.63459 -2.78424 -2.49348  0.2354
H4 -3.91074 -2.88295 -0.87733  0.3909
H5 -3.55953 -1.52843 0.22207  0.3952
H6 -2.69669 -3.07177 0.39154  0.3324
H7 -3.38491 -0.35147 -1.71920  0.3565
H8 -3.41028 -1.71191 -2.87209  0.4994
H9 -2.35508 0.14350 -3.93439  0.8026
H10 -1.04734 -0.96408 -3.56101  0.2388
H11 -1.25932 5.83783 -3.77176  0.5010
S1 2.04288 -0.19680 3.12809  -0.6497
P1 1.64497 -1.79599 2.03072  2.6155
C11 1.04782 -1.64905 0.38853  0.0388
P2 2.02844 -2.09635 -0.93025  0.9024
S2 1.39591 -1.08262 -2.54786  -0.6355
C12 3.82512 -1.80282 -0.78689  0.7729
C13 4.26024 -0.47657 -0.81506  -0.0421
C14 5.60837 -0.17841 -0.71870  -0.6768
C15 6.54374 -1.20372 -0.62746  -0.6607
C16 6.11988 -2.52234 -0.61265  -0.7472
C17 4.76420 -2.82084 -0.67600  -0.5964
C18 1.94168 -3.88199 -1.33936  0.6544
C19 2.57130 -4.37928 -2.48068  -0.4660
C20 2.46225 -5.71698 -2.81934  -0.7034
C21 1.71077 -6.57830 -2.02478  -0.6572
C22 1.06694 -6.08997 -0.89965  -1.2133
C23 1.18454 -4.74520 -0.56385  -0.1909
C24 0.40009 -2.78746 2.93724  -0.2667
C25 -0.83070 -3.06800 2.37104  1.0331
C26 -1.80417 -3.76075 3.08540  -0.5020
C27 -1.53806 -4.18945 4.37489  -0.7064
C28 -0.29902 -3.91584 4.95090  -0.6942
C29 0.65840 -3.21356 4.24086  -0.8412
C30 3.10864 -2.91082 2.19904  0.2371
C31 2.98770 -4.29426 2.09073  -0.1676
C32 4.08396 -5.12581 2.27531  -0.8035
C33 5.31994 -4.57751 2.58962  -0.5848
C34 5.44604 -3.20198 2.72197  -0.7150
C35 4.34998 -2.37558 2.52700  -0.7006
H12 3.52912 0.31405 -0.92461  -0.0483
H13 5.93099 0.85527 -0.72391  0.4594
H14 7.59968 -0.97157 -0.56390  0.3738
H15 6.83988 -3.32644 -0.52495  0.4002
H16 4.44620 -3.85450 -0.62403  0.3026
H17 3.14183 -3.70615 -3.11040  0.4221
H18 2.95595 -6.09014 -3.70784  0.4136
H19 1.62136 -7.62356 -2.29274  0.3731
H20 0.46665 -6.74920 -0.28491  0.4869
H21 0.65757 -4.34586 0.29525  0.6412
H22 -1.01439 -2.72335 1.36113  -0.7357
H23 -2.76830 -3.95641 2.63148  0.4422
H24 -2.28962 -4.72947 4.93701  0.3681
H25 -0.08493 -4.24296 5.96075  0.3857
H26 1.61129 -2.97782 4.69985  0.4305
H27 2.02345 -4.73817 1.88995  0.3806
H28 3.96539 -6.19845 2.18741  0.4307
H29 6.17697 -5.22198 2.74240  0.3801
H30 6.40497 -2.76419 2.96979  0.4164
H31 4.43648 -1.30202 2.63945  0.3987
C36 -1.82083 0.48502 2.52961  -0.6225
C37 -1.87115 0.37049 1.01769  0.8356
O1 -2.94602 0.61563 0.46730  -0.6675
H32 -2.83341 0.58925 2.93012  0.6303
H33 -1.22432 1.36289 2.78826  -0.5880
H34 -1.29715 -0.35523 2.99253  -0.1448
C38 -1.10124 4.72156 6.77393  -1.5358
C39 0.21269 4.35090 6.13932  1.2694
C40 1.35642 4.25521 6.91978  -0.9297
C41 2.57237 3.90038 6.35292  -0.9774
C42 2.64997 3.62942 5.00055  -0.4909
C43 1.51291 3.73718 4.20397  0.0546
N3 1.54921 3.41150 2.83277  0.6105
C44 2.55702 3.67652 1.94836  0.6812
C45 3.53324 4.65112 2.21437  -0.8222
C46 4.53831 4.91180 1.30695  -0.5750
C47 4.61835 4.23811 0.09036  -1.2238
C48 3.63990 3.31123 -0.20359  -0.6169
C49 2.61351 3.02188 0.69574  0.4819
C50 1.61737 2.03655 0.25571  2.2516
O2 1.61610 1.58185 -0.92676  -0.9982
O3 0.70723 1.58171 1.03010  -0.6277
C51 0.28332 4.10753 4.76169  0.7590
C52 -0.94644 4.23755 3.90244  -1.9017
H35 -1.00316 4.77684 7.85771  0.3957
H36 -1.87967 3.99302 6.54089  0.3017
H37 -1.46127 5.69069 6.42070  0.3256
H38 1.29047 4.44897 7.98371  0.3341
H39 3.45558 3.80441 6.97123  0.3769
H40 3.57731 3.29278 4.55804  0.6457
H41 0.91545 2.67776 2.53311  -0.3474
H42 3.48646 5.20670 3.13976  0.5641
H43 5.27436 5.66817 1.55313  0.3964
H44 5.41268 4.44782 -0.61176  0.4350
H45 3.63180 2.79446 -1.15449  0.5561
H46 -0.68890 4.39257 2.85582  0.4184
H47 -1.56483 5.07545 4.22446  0.4840
H48 -1.57288 3.34402 3.95288  0.3627

For the HOMO energy, the calculation gives -4.9308 eV. As for the net charge: -1. Its HOMO-LUMO gap is 7.390 eV.

=====

| no. | electronic energy (eV) |
| --- | --- |
| 1 | -18070.5441 |
| 2 | -18719.8952 |
| 3 | -68921.9531 |
| 4 | -117748.0348 |